A 9-piece molecular cluster, C16H52NO13 overall at a distorted geometry, computed with ωB97M-V/def2-TZVPD.

Bonds (Å) are listed after each position.
Cartesian coordinates (Å):
1 N 0.279 0.174 0.271  H2 1.010, H3 1.010, H4 1.010, H5 1.010
2 H 0.368 -0.117 1.234  N1 1.010
3 H 0.059 -0.610 -0.326  N1 1.010
4 H 1.147 0.500 -0.129  N1 1.010
5 H -0.517 0.793 0.340  N1 1.010
6 C -5.318 0.753 -3.210  C7 1.559, H9 1.090, H10 1.090, H11 1.090
7 C -3.884 1.226 -2.819  C6 1.559, O8 1.418, H12 1.090, H13 1.090
8 O -3.776 1.035 -1.418  C7 1.418, H14 0.960
9 H -5.512 0.953 -4.264  C6 1.090
10 H -5.975 1.485 -2.740  C6 1.090
11 H -5.652 -0.248 -2.939  C6 1.090
12 H -3.900 2.309 -2.938  C7 1.090
13 H -3.144 0.610 -3.329  C7 1.090
14 H -2.881 1.311 -1.209  O8 0.960
15 C -0.770 -2.756 -4.216  C16 1.526, H18 1.090, H19 1.090, H20 1.090
16 C 0.359 -2.614 -3.199  C15 1.526, O17 1.384, H21 1.090, H22 1.090
17 O 0.288 -1.564 -2.300  C16 1.384, H23 0.960
18 H -1.678 -3.058 -3.693  C15 1.090
19 H -0.520 -3.510 -4.963  C15 1.090
20 H -1.104 -1.869 -4.754  C15 1.090
21 H 1.351 -2.451 -3.621  C16 1.090
22 H 0.592 -3.493 -2.598  C16 1.090
23 H 0.708 -0.840 -2.770  O17 0.960
24 C -1.664 -3.393 0.542  C25 1.507, H27 1.090, H28 1.090, H29 1.090
25 C -1.513 -3.872 1.963  C24 1.507, O26 1.457, H30 1.090, H31 1.090
26 O -2.618 -3.131 2.555  C25 1.457, H32 0.960
27 H -1.091 -3.961 -0.191  C24 1.090
28 H -1.471 -2.325 0.434  C24 1.090
29 H -2.708 -3.394 0.228  C24 1.090
30 H -0.480 -3.572 2.143  C25 1.090
31 H -1.705 -4.940 2.064  C25 1.090
32 H -3.175 -3.638 3.150  O26 0.960
33 C 0.302 5.733 -1.260  C34 1.544, O36 1.409, H37 1.090, H38 1.090
34 C 0.248 4.190 -1.316  C33 1.544, O35 1.429, H39 1.090, H40 1.090
35 O 1.487 3.655 -1.785  C34 1.429, H41 0.960
36 O -0.629 6.457 -0.489  C33 1.409, H42 0.960
37 H 0.189 5.979 -2.316  C33 1.090
38 H 1.266 6.108 -0.918  C33 1.090
39 H -0.471 3.740 -2.001  C34 1.090
40 H -0.002 3.976 -0.277  C34 1.090
41 H 1.748 2.823 -1.385  O35 0.960
42 H -0.432 7.365 -0.728  O36 0.960
43 C -2.007 0.083 3.177  C44 1.474, O46 1.380, H47 1.090, H48 1.090
44 C -2.773 0.812 2.150  C43 1.474, O45 1.424, H49 1.090, H50 1.090
45 O -2.029 1.684 1.305  C44 1.424, H51 0.960
46 O -1.127 -0.850 2.669  C43 1.380, H52 0.960
47 H -2.662 -0.488 3.835  C43 1.090
48 H -1.448 0.785 3.795  C43 1.090
49 H -3.690 1.282 2.504  C44 1.090
50 H -3.203 0.082 1.465  C44 1.090
51 H -1.686 2.477 1.723  O45 0.960
52 H -1.701 -1.616 2.590  O46 0.960
53 C 2.295 -3.818 3.225  C54 1.553, O56 1.476, H57 1.090, H58 1.090
54 C 2.207 -2.496 2.413  C53 1.553, O55 1.369, H59 1.090, H60 1.090
55 O 1.774 -2.786 1.147  C54 1.369, H61 0.960
56 O 3.535 -4.568 2.950  C53 1.476, H62 0.960
57 H 1.528 -4.541 2.948  C53 1.090
58 H 2.183 -3.665 4.298  C53 1.090
59 H 3.172 -1.998 2.323  C54 1.090
60 H 1.377 -1.836 2.668  C54 1.090
61 H 2.488 -3.253 0.707  O55 0.960
62 H 3.533 -5.126 2.169  O56 0.960
63 C 3.466 0.041 -1.845  C64 1.556, O66 1.392, H67 1.090, H68 1.090
64 C 2.870 0.341 -3.249  C63 1.556, O65 1.392, H69 1.090, H70 1.090
65 O 1.490 0.459 -3.387  C64 1.392, H71 0.960
66 O 2.798 0.828 -0.910  C63 1.392, H72 0.960
67 H 4.518 0.328 -1.832  C63 1.090
68 H 3.478 -0.988 -1.485  C63 1.090
69 H 3.111 -0.457 -3.951  C64 1.090
70 H 3.406 1.227 -3.591  C64 1.090
71 H 1.363 0.863 -4.248  O65 0.960
72 H 3.321 0.844 -0.105  O66 0.960
73 C 2.631 2.516 2.348  C74 1.538, O76 1.441, H77 1.090, H78 1.090
74 C 2.114 1.910 3.663  C73 1.538, O75 1.453, H79 1.090, H80 1.090
75 O 1.447 0.664 3.326  C74 1.453, H81 0.960
76 O 1.573 2.631 1.377  C73 1.441, H82 0.960
77 H 3.249 1.670 2.047  C73 1.090
78 H 3.155 3.437 2.603  C73 1.090
79 H 1.461 2.599 4.200  C74 1.090
80 H 2.970 1.721 4.311  C74 1.090
81 H 1.152 0.216 4.122  O75 0.960
82 H 0.859 3.172 1.722  O76 0.960

**Largest force on an atom**: 0.0568 Eh/bohr
**<S²>**: 0.751
**E_tot**: -45534.2758 eV
**Multiplicity**: 2

Results of the Löwdin charge analysis, in e, for atoms 1 through 8: 0.33, 0.08, 0.09, 0.07, 0.09, -0.09, -0.30, -0.10

---

A 2-piece molecular cluster, C2H3NO overall at a distorted geometry, computed with ωB97M-V/def2-TZVPD.

Bonds (Å) are listed after each position.
Cartesian coordinates (Å):
1 C -2.150 0.592 -0.600  O4 1.124
2 C 1.117 0.204 -0.068  N3 1.250, H5 1.205, H6 1.161
3 N 0.794 -0.284 1.037  C2 1.250, H7 1.053
4 O -2.358 -0.339 -0.003  C1 1.124
5 H 0.867 -0.263 -1.150  C2 1.205
6 H 1.333 1.343 -0.141  C2 1.161
7 H 0.397 -1.253 0.926  N3 1.053

**Largest force on an atom**: 0.0739 Eh/bohr
**Energy relative to the best compared isomer or geometry (same formula, charge and spin)**: 30.62 kcal/mol

For reference, the Löwdin charges in units of e are: -0.02, -0.23, -0.01, 0.02, 0.10, 0.08, 0.06

---

An isolated ion of composition C2H5N4O2 and charge +1 at a distorted geometry, computed with ωB97M-V/def2-TZVPD.

Bonds (Å) are listed after each position.
Cartesian coordinates (Å):
1 N 0.187 -1.440 -0.149  N2 1.422, H9 0.994, H10 1.015
2 N 0.348 -0.046 0.080  N1 1.422, N3 1.374, C4 1.337
3 N -0.727 0.782 -0.143  N2 1.374, H11 1.009, H12 1.028
4 C 1.537 0.543 -0.087  N2 1.337, O5 1.301, N6 1.416
5 O 1.776 1.822 -0.043  C4 1.301, H13 0.938
6 N 2.659 -0.316 0.000  C4 1.416, C7 1.206
7 C 3.854 -0.154 0.008  N6 1.206, O8 1.125
8 O 4.964 -0.342 0.018  C7 1.125
9 H 0.571 -1.562 -1.058  N1 0.994
10 H 0.549 -2.061 0.568  N1 1.015
11 H -1.130 0.823 0.782  N3 1.009
12 H -1.425 0.488 -0.839  N3 1.028
13 H 1.030 2.354 0.154  O5 0.938

**Largest force on an atom**: 0.1073 Eh/bohr
**Energy relative to the best compared isomer or geometry (same formula, charge and spin)**: 0.00 kcal/mol
**Net charge**: +1

Results of the Löwdin charge analysis, in e, for atoms 1 through 8: 0.14, -0.17, 0.11, -0.25, 0.24, 0.25, -0.24, 0.32

---

The molecule C4H8O2, computed with ωB97M-V/def2-TZVPD.

Bonds (Å) are listed after each position.
Cartesian coordinates (Å):
1 C 0.233 -0.801 -1.056  C5 1.527, H7 1.098, H8 1.094, H9 1.092
2 C -1.652 1.339 -0.557  O3 1.305, H10 1.117
3 O -0.775 1.595 0.375  C2 1.305, C4 1.440
4 C -0.315 0.444 1.107  O3 1.440, C5 1.531, H11 1.096, H12 1.094
5 C 0.777 -0.158 0.218  C1 1.527, C4 1.531, O6 1.413, H13 1.097
6 O 1.567 -1.074 0.948  C5 1.413, H14 0.966
7 H -0.447 -1.623 -0.799  C1 1.098
8 H -0.350 -0.126 -1.690  C1 1.094
9 H 1.070 -1.187 -1.642  C1 1.092
10 H -1.595 2.270 -1.172  C2 1.117
11 H -1.146 -0.247 1.292  C4 1.096
12 H 0.105 0.801 2.052  C4 1.094
13 H 1.441 0.677 -0.040  C5 1.097
14 H 1.088 -1.912 0.964  O6 0.966

**Largest force on an atom**: 0.0092 Eh/bohr
**Energy relative to the best compared isomer or geometry (same formula, charge and spin)**: 93.41 kcal/mol

Results of the Löwdin charge analysis, in e, for atoms 1 through 8: -0.05, 0.05, -0.16, -0.15, -0.43, -0.03, 0.09, 0.05

---

An isolated ion of composition C4H11N2 and charge +1 at a distorted geometry, computed with ωB97M-V/def2-TZVPD.

Bonds (Å) are listed after each position.
Cartesian coordinates (Å):
1 C -0.547 0.833 2.120  C2 1.553, H7 1.083, H8 1.085, H9 1.083
2 C -0.231 1.375 0.699  C1 1.553, C3 1.503, H10 1.082, H11 1.084
3 C -0.149 0.249 -0.294  C2 1.503, N4 1.364, C5 1.349
4 N -1.329 -0.141 -0.857  C3 1.364, H12 1.009, H13 1.013
5 C 1.056 -0.327 -0.480  C3 1.349, N6 1.490, H14 1.075
6 N 1.272 -1.650 -1.129  C5 1.490, H15 1.024, H16 1.027, H17 1.020
7 H -1.570 0.984 2.440  C1 1.083
8 H 0.089 1.398 2.795  C1 1.085
9 H -0.196 -0.190 2.182  C1 1.083
10 H 0.729 1.874 0.705  C2 1.082
11 H -1.015 2.072 0.426  C2 1.084
12 H -1.331 -0.909 -1.511  N4 1.009
13 H -2.063 0.556 -0.884  N4 1.013
14 H 1.945 0.027 0.011  C5 1.075
15 H 1.967 -1.572 -1.878  N6 1.024
16 H 1.647 -2.286 -0.416  N6 1.027
17 H 0.484 -2.080 -1.612  N6 1.020

**Largest force on an atom**: 0.0224 Eh/bohr
**Energy relative to the best compared isomer or geometry (same formula, charge and spin)**: 34.14 kcal/mol
**Net charge**: +1

Results of the Löwdin charge analysis, in e, for atoms 1 through 8: -0.06, -0.17, -0.35, 0.15, -0.07, 0.19, 0.08, 0.08

---

The molecule C5H15N3 at a distorted geometry, computed with ωB97M-V/def2-TZVPD.

Bonds (Å) are listed after each position.
Cartesian coordinates (Å):
1 C -1.012 -2.311 0.695  N2 1.477, H9 1.088, H10 1.083, H11 1.084
2 N -1.074 -0.999 1.371  C1 1.477, C3 1.457, H12 1.012
3 C -0.894 0.119 0.455  N2 1.457, C4 1.577, C5 1.623, H13 1.092
4 C -1.845 1.332 0.786  C3 1.577, H14 1.086, H15 1.094, H16 1.092
5 C 0.592 0.664 0.818  C3 1.623, N6 1.490, H17 1.084, H18 1.084
6 N 1.731 0.298 -0.071  C5 1.490, C7 1.465, H19 1.012
7 C 1.732 0.915 -1.399  N6 1.465, N8 1.490, H20 1.115, H21 1.098
8 N 1.128 0.070 -2.466  C7 1.490, H22 1.009, H23 1.019
9 H -1.617 -3.051 1.215  C1 1.088
10 H 0.035 -2.585 0.752  C1 1.083
11 H -1.314 -2.284 -0.346  C1 1.084
12 H -1.925 -0.860 1.901  N2 1.012
13 H -0.971 -0.038 -0.623  C3 1.092
14 H -1.222 2.216 0.680  C4 1.086
15 H -2.752 1.546 0.212  C4 1.094
16 H -2.176 1.203 1.819  C4 1.092
17 H 0.841 0.171 1.749  C5 1.084
18 H 0.519 1.745 0.858  C5 1.084
19 H 1.849 -0.697 -0.209  N6 1.012
20 H 2.792 1.084 -1.703  C7 1.115
21 H 1.316 1.930 -1.333  C7 1.098
22 H 0.355 -0.465 -2.098  N8 1.009
23 H 0.637 0.707 -3.092  N8 1.019

**Largest force on an atom**: 0.0567 Eh/bohr
**Energy relative to the best compared isomer or geometry (same formula, charge and spin)**: 48.53 kcal/mol

Results of the Löwdin charge analysis, in e, for atoms 1 through 8: -0.11, -0.11, -0.36, -0.05, -0.16, -0.07, -0.31, 0.00